No. 1
{"formula": "H20O10", "method": "ωB97M-V with the def2-TZVPD basis set", "elements": ["O", "O", "O", "O", "O", "O", "O", "O", "O", "O", "H", "H", "H", "H", "H", "H", "H", "H", "H", "H", "H", "H", "H", "H", "H", "H", "H", "H", "H", "H"], "xyz": [[-3.065045, 10.344266, 29.283954], [-2.429861, 7.801877, 25.079681], [-0.328531, 10.776435, 26.879292], [-4.341697, 9.345625, 27.010836], [3.244318, 10.729549, 25.651895], [-2.887448, 11.258349, 25.650212], [-0.827296, 13.409995, 26.477823], [0.381942, 8.596282, 25.101697], [2.699376, 11.849667, 28.623533], [0.600215, 10.179370, 29.451320], [-3.605910, 9.829476, 26.635689], [-2.659554, 9.519918, 29.552770], [-1.231816, 10.494831, 26.734381], [-0.233151, 14.159921, 26.506415], [-3.568896, 10.119966, 28.501620], [2.655341, 12.762568, 28.907981], [1.803261, 11.526083, 28.715728], [-1.697722, 13.788579, 26.601368], [-3.562425, 11.931331, 25.562256], [2.347679, 10.879639, 25.951459], [3.786733, 10.904378, 26.420953], [-2.686351, 8.265058, 24.282244], [0.183072, 10.754150, 30.093074], [-1.506802, 8.024696, 25.200268], [1.106101, 8.310244, 25.658488], [-2.352328, 11.350696, 24.861948], [0.051870, 10.253783, 28.670287], [-5.118086, 9.757429, 26.631537], [0.294085, 9.531839, 25.284019], [-0.327838, 11.706469, 26.652869]], "atomic_forces_ev_per_a": [[0.5416, 0.5530, 0.4485], [-0.5218, 0.0171, 0.1579], [0.6170, -0.8482, -0.1406], [-0.3183, -0.1792, 0.5753], [0.0567, -0.1805, -0.5020], [0.0423, 0.1066, -0.0081], [0.0850, 0.1903, -0.1913], [-0.2975, -0.3237, -0.4229], [0.5605, 0.4056, -0.3854], [0.3696, -0.0406, 0.4022], [0.2471, -0.0755, -0.6831], [0.0619, -0.2260, 0.1052], [-0.3843, -0.0179, 0.0862], [0.3033, 0.1813, -0.0175], [-0.5801, -0.3618, -0.2600], [0.1413, 0.2301, 0.0469], [-0.4281, -0.6824, 0.3224], [-0.2823, -0.0695, 0.1364], [-0.2719, 0.1742, 0.0607], [-0.1544, 0.0868, 0.2473], [0.0185, 0.1128, 0.3680], [-0.0887, -0.0110, -0.2112], [-0.2095, 0.0341, 0.2933], [0.7853, -0.0615, -0.0167], [0.2334, -0.1014, 0.1477], [0.2478, -0.0511, -0.2936], [-0.3721, 0.0512, -0.6380], [-0.2396, 0.0123, -0.0644], [0.0575, 0.3742, 0.3339], [-0.2202, 0.7006, 0.1031]], "smiles": "O.O.O.O.O.O.O.O.O.O", "orbital_gap_ev": 10.33, "e_homo_ev": -10.882}

No. 2
{"formula": "H20O10", "method": "ωB97M-V with the def2-TZVPD basis set", "elements": ["O", "O", "O", "O", "O", "O", "O", "O", "O", "O", "H", "H", "H", "H", "H", "H", "H", "H", "H", "H", "H", "H", "H", "H", "H", "H", "H", "H", "H", "H"], "xyz": [[-4.649445, 3.119213, -0.353373], [1.828885, -2.109813, -2.208826], [2.049710, -2.998180, 0.908850], [0.149440, 2.292926, -2.312856], [3.189498, 3.700800, 0.181983], [4.512772, -0.236188, -0.509294], [-2.689609, -3.533127, 0.643165], [-0.154335, -0.294146, 0.517173], [1.214309, 1.748041, 3.217980], [-4.902783, -0.598710, 0.050469], [0.641299, 2.273923, -1.484180], [2.912002, -2.695615, 1.215275], [-2.177289, -2.722333, 0.547609], [1.270626, 0.872278, 2.819410], [-0.943163, 0.145955, 0.853403], [-5.443499, 2.977962, -0.881120], [4.615614, -0.815967, 0.253772], [-2.976542, -3.522164, 1.563240], [2.235191, -2.553297, -2.961972], [2.315574, 3.297016, 0.228945], [-4.004156, 2.512582, -0.733624], [-0.206915, 1.401115, -2.394555], [3.648838, -0.470183, -0.866861], [1.128893, -1.575672, -2.600865], [-0.376268, -1.231473, 0.551140], [2.232086, -3.394641, 0.049462], [-4.939949, -1.178432, -0.718642], [-4.291626, 0.099151, -0.211195], [3.502747, 3.688608, 1.093419], [0.308100, 1.800362, 3.542076]], "atomic_forces_ev_per_a": [[0.0279, -0.2315, -0.1059], [0.0205, -0.0240, -0.1066], [0.1588, -0.0080, 0.0322], [-0.0867, -0.1527, 0.0880], [-0.1248, -0.0159, 0.0623], [-0.0597, -0.1885, 0.1226], [0.1080, 0.1432, 0.0590], [-0.2874, 0.0535, -0.0009], [-0.1508, -0.0811, -0.0500], [0.1937, 0.0634, -0.1709], [0.0025, -0.0120, -0.1071], [-0.1485, -0.0452, 0.0412], [-0.1489, -0.1437, -0.0160], [0.0368, 0.0154, -0.0729], [0.0607, 0.0741, -0.0044], [0.0039, 0.0499, 0.0863], [0.0523, 0.1352, -0.0892], [-0.0407, -0.0325, -0.0791], [0.0319, 0.0360, 0.0428], [0.1406, 0.0682, 0.0909], [0.0036, 0.2233, -0.0152], [0.0594, 0.0988, 0.0371], [-0.0467, -0.0118, -0.0744], [0.0510, -0.0176, 0.1143], [0.3761, -0.0592, 0.0256], [-0.1347, 0.1241, -0.0690], [-0.0324, -0.0802, 0.1073], [-0.1543, -0.0089, 0.1055], [-0.0254, -0.0354, -0.0760], [0.1132, 0.0627, 0.0224]], "smiles": "O.O.O.O.O.O.O.O.O.O", "orbital_gap_ev": 10.70, "e_homo_ev": -11.184}

No. 3
{"formula": "H20O10", "method": "ωB97M-V with the def2-TZVPD basis set", "elements": ["O", "O", "O", "O", "O", "O", "O", "O", "O", "O", "H", "H", "H", "H", "H", "H", "H", "H", "H", "H", "H", "H", "H", "H", "H", "H", "H", "H", "H", "H"], "xyz": [[0.400771, -1.965915, 2.722018], [-0.441300, 0.757926, -3.901045], [3.127350, 2.516239, 0.305889], [2.587542, -3.492388, 1.742780], [0.045066, -3.095785, -0.926062], [-0.595228, 0.573922, 1.942817], [-2.553213, -2.889292, -0.730192], [-2.826659, 0.885948, -1.182980], [0.782150, 3.047282, 1.474727], [-0.124617, 3.347254, -1.067999], [-1.255338, 1.061021, -3.459587], [0.083715, -2.710619, 2.229365], [-2.103958, -3.727374, -0.573224], [0.116589, 3.743888, 1.379335], [-1.052835, 3.547059, -0.942276], [0.862236, -2.983317, -1.424796], [0.029350, 0.703243, 2.656799], [1.106166, 3.155037, 0.573666], [3.200649, 2.602714, 1.255303], [1.345320, -2.050618, 2.832980], [-0.414372, 1.215839, 1.260047], [2.821140, -2.615748, 1.491077], [-3.618089, 1.078893, -0.687827], [-0.278661, 1.687876, -4.150508], [2.158074, -3.732791, 0.909586], [-0.416499, -2.261209, -1.066537], [3.080845, 1.585102, 0.082716], [-3.061237, 0.315678, -1.902035], [-0.076634, 2.388277, -0.978363], [-2.928322, -2.688143, 0.134327]], "atomic_forces_ev_per_a": [[-0.3573, 1.0925, 0.7583], [-0.9574, 1.8629, 0.2879], [0.2323, 0.2587, -0.7683], [-0.2312, -0.8425, -0.5769], [0.7376, 0.0748, -0.1284], [-0.8340, -0.6465, -0.1425], [-0.3873, -0.0622, 0.3253], [0.9077, 0.6642, 0.2603], [-0.5462, 0.8222, -0.1951], [0.1509, -0.0649, -0.3530], [-0.2110, -1.2841, 0.4098], [0.1713, -0.5820, -0.3806], [0.1659, 0.0358, -0.2529], [-0.2279, -0.1638, 0.8363], [-0.3032, 0.0111, -0.0230], [-0.0324, -0.1568, -0.0276], [0.1768, 0.1848, -0.1555], [0.8370, -0.4225, -0.1107], [-0.1071, -0.2185, 0.2989], [0.0340, -0.6041, -0.0634], [0.3827, 0.5089, 0.2737], [0.7226, 1.3608, 0.1200], [-0.4015, -0.0762, 0.1145], [1.1924, -0.5247, -0.5882], [-0.2585, -0.6121, 0.2661], [-0.3407, -0.0649, 0.1764], [0.0794, -0.1346, 0.2605], [-0.4234, -0.5955, -0.3999], [-0.1019, -0.0279, -0.1523], [-0.0694, 0.2072, -0.0697]], "smiles": "O.O.O.O.O.O.O.O.O.O", "orbital_gap_ev": 10.29, "e_homo_ev": -10.292}

no.,total energy (eV)
1,-20800.1167
2,-20798.9293
3,-20798.8412